# 1
{
  "formula": "C15H30N7O5",
  "method": "ωB97M-V/def2-TZVPD",
  "orbital_gap_ev": 8.60,
  "total_energy_ev": -36705.720,
  "e_above_lowest_kcal_mol": 0.0,
  "homo_energy_ev": -11.511,
  "total_charge": 1,
  "elements": ["C", "H", "C", "C", "C", "O", "O", "N", "H", "O", "H", "C", "H", "C", "C", "H", "H", "H", "H", "H", "H", "H", "N", "H", "N", "H", "O", "H", "C", "C", "H", "H", "H", "H", "C", "H", "H", "N", "N", "O", "C", "H", "N", "H", "C", "H", "C", "H", "H", "H", "C", "C", "H", "N", "H", "H", "H"],
  "positions_angstrom": [[0.478, 0.671, -2.671], [-2.369, -1.974, -7.129], [1.600, -0.915, 4.740], [-1.896, -0.323, -2.667], [-2.999, -1.081, -7.154], [5.811, 0.573, 6.045], [5.236, 1.560, 4.085], [2.714, 1.564, -1.036], [-5.126, -0.131, -2.360], [3.695, -1.763, 5.569], [-3.004, 0.532, -5.766], [1.377, 1.506, 4.325], [-1.413, -1.296, -2.770], [-3.244, -1.165, -4.695], [-0.960, 0.766, -3.215], [1.160, 3.418, 3.415], [-2.589, -0.380, -7.881], [1.373, -1.844, 4.207], [3.506, -0.766, 3.749], [0.846, 0.631, 1.319], [2.437, 1.295, 1.351], [-0.104, 0.157, 4.101], [0.911, 0.221, 4.092], [-0.237, 0.432, -0.676], [-3.060, -0.471, -5.824], [-0.910, 0.678, -4.301], [-3.345, -2.383, -4.693], [-1.370, 1.747, -2.971], [-3.538, -2.993, -1.605], [-4.560, -1.875, -1.720], [6.671, 0.916, 5.749], [4.637, -1.588, 5.763], [0.134, 3.147, 4.834], [-2.052, -0.130, -1.604], [3.429, 0.662, 5.375], [-3.411, -3.489, -2.562], [-3.913, -3.728, -0.894], [2.530, 1.741, 4.874], [0.565, 0.749, -1.193], [-5.589, -1.954, -1.070], [-3.267, -0.367, -3.377], [2.767, 1.627, -2.036], [1.619, 1.038, 0.822], [0.913, -0.274, -3.005], [4.914, 0.991, 5.120], [3.500, 1.834, -0.471], [0.544, 2.679, 3.935], [-4.002, -1.379, -7.469], [-0.281, 2.379, 3.286], [-3.510, 0.657, -3.661], [3.117, -0.717, 4.772], [1.622, 1.118, -0.480], [1.234, -1.022, 5.768], [-4.341, -0.762, -2.434], [1.050, 1.483, -3.122], [3.291, 0.603, 6.459], [-2.592, -2.605, -1.245]],
  "forces_ev_per_a": [[-0.1, -0.1, -0.2], [-0.1, 0.1, 0.1], [-0.1, 0.0, 0.3], [0.5, 0.0, -0.4], [-0.1, -0.3, 0.2], [-0.9, 0.2, -0.4], [0.0, -0.8, 1.5], [1.0, 0.4, -1.3], [0.0, 0.0, -0.2], [-0.2, 0.3, -0.3], [-0.1, 0.0, -0.1], [2.7, -0.7, 1.5], [0.0, -0.1, 0.1], [0.0, -1.4, 0.6], [0.0, -0.2, 0.5], [-0.1, -0.1, 0.2], [-0.1, 0.0, 0.2], [0.0, 0.2, 0.0], [0.0, 0.1, -0.1], [0.1, 0.0, 0.3], [-0.1, 0.0, 0.2], [0.3, -0.1, 0.0], [-0.4, -0.2, -0.4], [-0.1, -0.1, 0.0], [0.3, 0.9, -0.6], [0.2, 0.1, 0.0], [0.0, 0.3, 0.1], [0.0, 0.1, -0.1], [-0.3, 0.1, -0.3], [-0.3, -1.6, 1.5], [0.0, -0.1, 0.0], [-0.7, 0.1, -0.3], [0.0, 0.0, -0.2], [-0.3, -0.2, 0.0], [-0.6, 0.3, 0.1], [0.2, 0.1, -0.1], [-0.1, 0.3, 0.0], [0.0, -0.2, -0.5], [-0.5, 0.1, -0.6], [-0.1, 0.1, -0.1], [-0.5, 0.3, 0.8], [0.3, 0.1, 0.0], [-0.4, -0.2, 1.5], [0.1, 0.0, 0.1], [-0.3, 1.2, -2.0], [0.1, 0.0, -0.2], [-0.4, 0.0, -0.2], [0.1, 0.0, 0.0], [-0.1, 0.1, 0.0], [-0.1, 0.2, 0.2], [0.4, 0.0, 0.5], [-0.6, -0.4, -0.4], [0.2, -0.1, 0.0], [0.9, 1.4, -1.7], [0.0, 0.0, 0.2], [-0.1, -0.1, 0.0], [0.3, 0.0, -0.1]],
  "lowdin_charge": [-0.14, 0.09, -0.10, -0.15, -0.04, 0.12, 0.08, 0.23, 0.15, -0.01, 0.13, -0.43, 0.12, -0.46, -0.17, 0.09, 0.09, 0.13, 0.15, 0.12, 0.14, 0.13, 0.03, 0.14, 0.02, 0.12, 0.08, 0.12, 0.01, -0.54, 0.14, 0.10, 0.09, 0.11, -0.19, 0.07, 0.09, 0.14, 0.11, 0.05, -0.19, 0.12, 0.23, 0.13, -0.45, 0.14, -0.03, 0.09, 0.07, 0.14, -0.32, -0.47, 0.14, 0.11, 0.12, 0.16, 0.06]
}

=====

# 2
{
  "formula": "H2N3O2S",
  "method": "ωB97M-V/def2-TZVPD",
  "orbital_gap_ev": [5.57, 6.76],
  "total_energy_ev": -19426.970,
  "e_above_lowest_kcal_mol": 99.9,
  "homo_energy_ev": [-3.532, -4.162],
  "total_charge": -1,
  "elements": ["O", "S", "N", "N", "H", "O", "H", "N"],
  "positions_angstrom": [[-1.128, 0.121, 0.807], [2.814, -0.453, 0.516], [0.492, 0.438, -0.728], [-0.376, -0.353, -0.165], [-1.359, -1.828, -0.138], [0.336, 1.749, -0.266], [-0.264, 1.885, 0.607], [-0.514, -1.559, -0.633]],
  "forces_ev_per_a": [[0.6, -0.8, -1.2], [-0.7, 0.2, -0.3], [1.0, 1.2, 0.7], [-1.9, -0.1, 1.5], [0.1, -0.5, 0.2], [-0.9, 0.8, 1.6], [1.7, -1.9, -2.7], [0.1, 1.1, 0.2]],
  "lowdin_charge": [-0.18, -0.23, -0.11, -0.51, 0.02, -0.19, 0.14, 0.06]
}

=====

# 3
{
  "formula": "C10H40O10",
  "method": "ωB97M-V/def2-TZVPD",
  "orbital_gap_ev": 9.71,
  "smiles": "CO.CO.CO.CO.CO.CO.CO.CO.CO.CO",
  "total_energy_ev": -31489.025,
  "e_above_lowest_kcal_mol": 95.1,
  "homo_energy_ev": -9.413,
  "elements": ["H", "H", "H", "C", "H", "H", "H", "H", "H", "H", "O", "H", "O", "H", "O", "O", "O", "H", "H", "C", "C", "H", "O", "H", "C", "H", "H", "H", "O", "H", "H", "C", "C", "H", "H", "H", "H", "H", "H", "O", "H", "H", "H", "H", "O", "H", "C", "C", "H", "O", "H", "H", "H", "H", "C", "H", "H", "H", "H", "C"],
  "positions_angstrom": [[-3.551, 1.749, -0.621], [4.121, -2.251, -2.822], [-3.734, -0.368, -2.777], [3.288, -1.879, -2.222], [-0.799, 2.332, 0.002], [-4.270, 3.177, 0.012], [-0.816, -2.538, 3.645], [-1.516, -0.508, -2.442], [0.478, -1.564, -0.631], [-1.079, 4.735, 0.628], [3.124, -0.483, -2.329], [-2.770, -1.199, 2.321], [-2.422, -4.758, -0.710], [5.257, 2.262, 0.147], [-1.058, -0.233, -0.658], [0.560, -1.220, 4.316], [-1.773, -0.616, -3.372], [-3.073, 3.297, -1.353], [3.249, -1.313, 1.631], [0.268, -0.563, -0.249], [-2.124, -3.425, -1.112], [-1.608, -0.227, 0.142], [-0.323, 4.372, 0.168], [-1.092, -3.277, -1.436], [-0.109, 3.015, 0.509], [1.043, 0.153, -0.521], [2.388, -2.428, -2.495], [0.286, -0.620, 0.846], [-4.982, 2.587, -1.834], [-4.787, 3.065, -2.641], [-3.464, -0.275, -4.537], [4.729, 1.777, -0.679], [-3.903, 2.742, -0.922], [0.892, 2.711, 0.201], [0.879, -3.121, 3.558], [3.467, -2.148, -1.172], [4.077, -0.245, 3.842], [-2.998, 1.059, -3.559], [-0.145, 2.922, 1.602], [5.498, 0.731, -1.273], [0.285, -1.952, 2.379], [-2.454, 1.526, 1.644], [-4.093, 0.775, 1.967], [2.598, 0.368, 1.607], [-2.439, -0.476, 1.782], [4.302, 0.087, 1.833], [-3.041, -0.040, -3.559], [0.212, -2.263, 3.428], [-2.042, -4.887, 0.160], [3.199, -0.396, 3.492], [1.456, -0.910, 4.108], [-2.302, -2.752, -0.263], [-2.808, -3.096, -1.890], [-2.862, 1.004, 3.230], [-3.023, 0.763, 2.174], [3.735, 1.418, -0.427], [4.542, 2.623, -1.357], [6.298, 1.157, -1.599], [3.922, -0.061, -1.973], [3.311, -0.315, 2.062]],
  "forces_ev_per_a": [[0.2, 0.0, -0.3], [0.0, 0.0, -0.1], [-0.2, 0.1, -0.1], [0.3, -0.3, 0.8], [-0.1, 0.1, 0.2], [0.1, 0.4, -0.2], [0.0, -0.2, 0.0], [-0.1, 0.1, -0.1], [0.4, 0.1, -0.1], [-0.2, -0.2, 0.2], [-0.3, 0.2, -0.1], [0.0, 0.1, 0.0], [0.0, 0.0, -0.4], [-0.2, -0.5, 0.4], [0.3, 0.6, 0.0], [0.0, 0.2, 0.0], [0.1, -0.3, -0.4], [0.0, 0.1, 0.2], [-0.2, 0.0, -0.1], [-0.5, -0.6, 0.9], [-0.2, 0.5, 0.8], [0.0, -0.2, -0.2], [0.4, 0.2, -0.6], [0.0, -0.2, -0.2], [0.0, 0.0, 0.5], [-0.3, 0.1, -0.6], [-0.2, 0.4, -0.3], [0.1, 0.0, -0.1], [-0.1, 0.0, 0.0], [0.0, 0.0, 0.0], [0.2, -0.5, 0.0], [0.1, 1.2, -0.4], [-0.2, -0.7, 0.3], [0.0, 0.3, -0.1], [-0.2, -0.2, 0.0], [0.2, -0.1, -0.1], [0.0, 0.0, 0.3], [0.0, 0.0, 0.3], [-0.1, -0.4, -0.1], [-0.2, 0.5, 0.3], [-0.1, 0.0, 0.1], [-0.4, 0.0, -0.3], [0.1, 0.2, -0.2], [-0.4, -0.1, 0.3], [0.1, 0.1, 0.0], [-0.1, -0.1, -0.3], [-0.2, 0.6, 0.2], [0.5, 0.2, -0.1], [0.0, -0.1, 0.0], [-0.4, 0.2, -0.5], [-0.1, -0.1, 0.1], [0.1, 0.1, -0.1], [0.1, -0.3, -0.2], [0.0, -0.4, 0.0], [0.4, 0.1, 0.5], [0.2, -0.3, 0.4], [0.1, -0.4, -0.3], [0.0, -0.3, -0.2], [0.0, -0.3, -0.4], [1.0, 0.0, 0.2]],
  "lowdin_charge": [0.06, 0.08, 0.08, -0.17, 0.06, 0.08, 0.07, 0.03, 0.08, 0.07, -0.13, 0.09, -0.12, 0.08, -0.15, -0.13, -0.13, 0.08, 0.08, -0.12, -0.15, 0.03, -0.12, 0.07, -0.16, 0.07, 0.07, 0.06, -0.12, 0.07, 0.08, -0.15, -0.17, 0.07, 0.08, 0.07, 0.08, 0.07, 0.09, -0.12, 0.05, 0.06, 0.09, 0.07, -0.14, 0.08, -0.18, -0.17, 0.07, -0.12, 0.03, 0.07, 0.08, 0.09, -0.12, 0.06, 0.09, 0.09, 0.02, -0.12]
}

=====

# 4
{
  "formula": "C32H35F3N3SSbSi2V",
  "method": "ωB97M-V/def2-TZVPD",
  "orbital_gap_ev": [7.21, 6.74],
  "spin_multiplicity": 3,
  "total_energy_ev": -105182.786,
  "e_above_lowest_kcal_mol": 26.9,
  "homo_energy_ev": [-10.880, -9.951],
  "total_charge": 1,
  "elements": ["C", "H", "H", "V", "C", "H", "C", "C", "H", "C", "C", "H", "C", "C", "H", "C", "C", "H", "C", "H", "F", "C", "C", "H", "C", "H", "H", "H", "H", "C", "S", "C", "H", "H", "C", "H", "H", "H", "H", "C", "H", "C", "H", "C", "F", "F", "N", "C", "N", "Si", "H", "C", "H", "H", "Si", "C", "C", "H", "H", "C", "C", "H", "H", "H", "N", "C", "C", "H", "Sb", "C", "C", "H", "H", "C", "H", "H", "H", "C"],
  "positions_angstrom": [[-3.158, -1.642, 3.651], [-3.499, -0.877, 0.517], [0.486, 4.181, -2.488], [0.132, -0.345, 0.212], [-4.629, 0.633, 4.311], [-1.283, -2.503, 0.957], [2.155, -2.834, -2.018], [0.747, -4.760, 2.405], [-0.047, -0.408, 7.923], [-5.150, -0.636, 4.489], [-1.385, 3.982, -3.503], [1.984, -4.460, 4.124], [1.031, 1.561, 4.777], [-0.163, -4.238, 1.504], [-2.257, -2.469, -1.936], [-3.351, 0.754, 3.793], [1.283, -4.008, 3.435], [-3.524, 1.386, -3.181], [-0.543, -2.912, 1.649], [-1.153, -1.640, -3.043], [1.579, 1.548, 8.330], [-3.320, 0.047, -0.039], [-0.231, -0.230, 5.781], [-0.927, -1.056, 5.691], [-2.058, -1.525, -2.447], [4.101, -1.459, 1.485], [-0.575, -4.867, 0.726], [-4.229, 0.281, -0.599], [-5.218, 1.500, 4.577], [0.249, 0.126, 7.030], [3.490, -2.944, -0.870], [-4.438, -1.777, 4.170], [2.896, -0.263, 1.411], [-2.925, 1.742, 3.655], [1.117, 1.201, 7.127], [0.981, -5.042, -4.389], [0.014, -3.898, -3.451], [3.064, -4.240, -3.305], [0.096, 3.132, 1.241], [-0.502, 2.349, -1.945], [2.717, 2.616, -2.201], [2.679, -1.755, 0.078], [-3.293, 3.523, -4.373], [1.010, 3.091, 0.643], [-6.383, -0.764, 4.988], [1.118, -6.037, 2.273], [1.256, -2.004, -1.646], [0.902, -2.681, 3.559], [3.155, -1.223, 1.232], [-1.829, -0.094, -1.223], [-4.884, -2.749, 4.332], [1.515, 1.930, 6.023], [1.332, -2.076, 4.347], [-1.281, 4.923, -4.030], [0.851, 1.779, -0.739], [-0.392, 3.558, -2.634], [-2.513, 3.197, -3.697], [1.850, 2.876, 1.311], [1.325, 2.130, 3.902], [0.168, 0.477, 4.651], [-2.612, -0.380, 3.465], [-2.890, -1.325, -3.126], [3.346, 1.474, -1.013], [-3.169, 0.854, 0.682], [1.525, -1.404, -0.456], [-2.637, 1.992, -3.022], [0.920, -4.502, -3.446], [0.846, -5.231, -2.639], [-0.624, -0.065, 2.744], [-0.018, -2.124, 2.675], [-1.643, 1.553, -2.145], [2.182, 2.772, 6.147], [-2.592, -2.532, 3.403], [2.505, 1.679, -1.682], [2.465, 0.887, -2.434], [2.229, -2.920, -4.113], [1.170, 4.087, 0.222], [2.164, -3.625, -3.282]],
  "forces_ev_per_a": [[0.1, 0.0, 0.0], [0.0, 0.0, 0.0], [0.0, 0.0, 0.0], [-1.5, 0.9, 0.4], [-0.1, 0.0, 0.0], [0.0, 0.0, 0.0], [0.5, 0.1, 0.4], [-0.1, 0.1, 0.0], [0.0, 0.0, 0.0], [0.1, 0.0, -0.1], [0.1, 0.0, 0.0], [0.0, 0.0, 0.0], [0.0, -0.1, 0.0], [0.0, -0.1, -0.1], [0.0, 0.0, 0.0], [0.1, 0.0, 0.0], [0.0, 0.0, 0.0], [0.0, 0.0, 0.0], [0.0, 0.1, 0.0], [0.0, 0.0, 0.0], [0.0, 0.0, 0.1], [0.2, -0.1, -0.2], [0.0, 0.0, -0.1], [0.0, 0.0, 0.0], [0.0, 0.2, 0.2], [0.0, 0.0, 0.1], [0.0, 0.0, 0.0], [0.0, 0.0, 0.0], [0.0, 0.0, 0.0], [0.0, 0.0, 0.1], [-0.3, 0.2, 0.0], [-0.1, 0.0, 0.0], [0.0, 0.0, 0.1], [-0.1, 0.0, 0.0], [-0.1, 0.0, -0.1], [0.0, 0.0, 0.0], [0.0, 0.0, 0.0], [0.0, 0.0, 0.0], [0.0, 0.0, 0.0], [0.2, -0.1, 0.2], [0.0, 0.0, 0.0], [0.2, -0.1, -0.3], [0.0, 0.0, 0.0], [0.1, -0.1, -0.3], [-0.1, 0.0, 0.0], [0.0, -0.1, 0.0], [-0.4, -0.2, -0.4], [0.1, 0.0, -0.1], [-0.1, -0.1, -0.2], [-0.7, 0.3, -0.4], [0.0, 0.0, 0.0], [0.1, 0.1, 0.0], [0.0, 0.0, 0.1], [0.0, 0.0, 0.0], [0.0, 0.6, -0.1], [0.0, 0.1, 0.0], [0.0, 0.0, 0.0], [0.0, 0.0, 0.0], [0.0, 0.0, 0.0], [0.0, 0.1, -0.6], [0.2, 0.2, -0.3], [0.0, 0.0, 0.0], [0.0, 0.0, 0.0], [0.0, 0.0, 0.0], [2.7, -1.7, -0.3], [-0.1, 0.0, 0.0], [0.0, 0.0, 0.0], [0.0, 0.0, 0.0], [-0.7, -0.4, 1.9], [-0.1, 0.3, -0.1], [0.0, -0.3, 0.1], [0.0, 0.0, 0.0], [0.0, 0.0, 0.0], [-0.2, 0.1, 0.1], [0.0, 0.0, 0.0], [0.1, 0.0, 0.0], [0.0, 0.0, 0.0], [-0.2, -0.1, -0.1]],
  "lowdin_charge": [-0.11, 0.02, 0.10, 0.27, 0.01, 0.09, -0.55, -0.27, 0.13, -0.27, -0.08, 0.13, -0.12, 0.01, 0.02, -0.12, 0.01, 0.10, -0.16, 0.00, 0.09, -0.21, -0.12, 0.11, -0.21, 0.11, 0.13, 0.04, 0.13, 0.01, 1.17, 0.01, 0.11, 0.11, -0.27, 0.08, 0.06, 0.11, 0.01, -0.31, 0.03, -0.66, 0.11, -0.23, 0.09, 0.09, 0.07, -0.10, 0.15, 0.55, 0.13, 0.00, 0.10, 0.11, 0.52, -0.10, -0.08, 0.01, 0.09, -0.38, -0.39, 0.03, 0.01, 0.01, -0.19, -0.10, -0.07, 0.08, 1.53, -0.40, -0.31, 0.13, 0.10, -0.22, 0.02, 0.13, 0.03, -0.23]
}